Entry 1:
Entry from the Open Molecules 2025 dataset: C18H29N3O4 in the gas phase (ωB97M-V/def2-TZVPD).

Output
* SMILES: C[C@@H]1CN(C(=O)CN2C(=O)NC3(CCCCCCC3)C2=O)C[C@H](C)O1
* net charge: 0
* energy above the lowest of the compared OMol25 structures with the same formula, charge and spin: 0.0 kcal/mol
* molar mass: 351.4 g/mol

Each line ends with the natural charge from an NBO analysis.
Cartesian coordinates (Å):
C: 4.0139 -4.0723 -1.1931  -0.618
C: 3.3219 -2.7309 -1.3817  0.080
C: 2.1694 -2.8170 -2.4019  -0.237
N: 1.5918 -1.5004 -2.5581  -0.427
C: 0.5070 -1.0158 -1.9216  0.687
O: 0.1989 0.1619 -1.9584  -0.644
C: -0.3848 -1.9945 -1.1378  -0.317
N: -0.9473 -1.2318 -0.0535  -0.474
C: -0.1008 -0.6704 0.9122  0.811
O: 1.0594 -0.9640 1.0616  -0.635
N: -0.8558 0.1808 1.6358  -0.630
C: -2.1621 0.4114 1.0586  0.032
C: -3.3174 0.0704 2.0137  -0.395
C: -3.6349 1.0096 3.1790  -0.405
C: -4.1801 2.3818 2.7628  -0.405
C: -3.1768 3.5381 2.8596  -0.396
C: -1.7408 3.2328 2.4397  -0.397
C: -1.5156 2.9498 0.9557  -0.404
C: -2.2581 1.7694 0.3258  -0.414
C: -2.1787 -0.6478 -0.0542  0.733
O: -3.0955 -0.9267 -0.7825  -0.586
C: 2.5840 -0.5502 -3.0325  -0.252
C: 3.7454 -0.5075 -2.0251  0.088
C: 4.8671 0.4040 -2.4985  -0.617
O: 4.2841 -1.8056 -1.8490  -0.535
H: 4.8403 -3.9582 -0.4983  0.226
H: 3.3151 -4.8051 -0.7999  0.209
H: 4.4081 -4.4218 -2.1436  0.210
H: 2.9080 -2.3720 -0.4234  0.189
H: 1.4263 -3.5513 -2.1016  0.211
H: 2.5799 -3.1172 -3.3724  0.206
H: -1.2071 -2.3449 -1.7663  0.260
H: 0.1707 -2.8310 -0.7154  0.225
H: -0.4352 0.8038 2.3029  0.417
H: -4.2093 -0.0312 1.3903  0.225
H: -3.0973 -0.9180 2.4284  0.214
H: -2.7648 1.1222 3.8253  0.195
H: -4.3970 0.4992 3.7725  0.217
H: -5.0221 2.6382 3.4100  0.211
H: -4.5815 2.3132 1.7529  0.197
H: -3.5521 4.3754 2.2674  0.204
H: -3.1394 3.8697 3.9011  0.202
H: -1.1346 4.1080 2.6920  0.215
H: -1.3604 2.4109 3.0463  0.174
H: -1.7959 3.8393 0.3865  0.213
H: -0.4432 2.8007 0.8031  0.209
H: -1.8228 1.6333 -0.6693  0.242
H: -3.3108 2.0000 0.1805  0.216
H: 2.1118 0.4280 -3.1167  0.250
H: 2.9480 -0.8763 -4.0109  0.197
H: 3.3436 -0.1527 -1.0605  0.180
H: 4.4981 1.4183 -2.6179  0.214
H: 5.6733 0.3975 -1.7710  0.223
H: 5.2561 0.0468 -3.4482  0.210

Forces on the atoms, in the same order (eV/Å):
C -0.1233 0.4860 -0.0585
C -0.2659 -0.5181 -0.0458
C 0.3055 -0.1090 0.4423
N 0.0990 0.0502 -0.3034
C -0.1550 -0.2498 -0.1066
O -0.1142 0.2074 0.1195
C 0.0714 0.2463 0.1700
N 0.3220 -0.3277 -0.0150
C -0.1577 -0.2172 0.0566
O 0.4543 -0.0995 -0.1007
N -0.0830 0.3255 0.3112
C -0.5258 -0.0067 -0.1225
C 0.0907 0.0398 0.0612
C -0.1309 -0.0506 -0.2164
C 0.0325 0.0691 0.1543
C 0.1014 -0.1342 0.0128
C -0.1451 0.2350 -0.2236
C -0.0586 -0.1334 0.1574
C 0.1164 0.0866 -0.0714
C -0.1112 -0.0032 0.2379
O -0.1379 0.0946 -0.1252
C 0.2024 0.2908 0.1957
C -0.1364 0.4430 -0.2961
C -0.2918 -0.3543 0.2025
O 0.1730 -0.0642 -0.0138
H 0.0811 -0.0416 0.0823
H -0.0631 -0.1187 0.0543
H 0.0483 -0.0887 -0.1154
H 0.0132 -0.0386 -0.1415
H 0.0128 -0.0048 -0.0177
H -0.0414 -0.0695 0.0847
H 0.1057 -0.0129 0.0546
H -0.0923 0.0375 -0.1282
H 0.1191 -0.0831 -0.0824
H -0.0092 -0.0216 -0.0002
H -0.0311 -0.0366 -0.0807
H 0.0366 -0.0385 0.1403
H 0.0876 -0.0061 0.0485
H -0.0358 -0.0122 -0.0860
H -0.0942 0.0055 -0.0199
H 0.0071 0.1128 0.0460
H -0.0506 0.0635 -0.0186
H 0.0516 -0.1032 0.0735
H 0.0772 -0.0026 0.1168
H 0.0827 0.0397 -0.0307
H -0.0082 0.0534 -0.0816
H -0.0891 0.0246 0.0121
H -0.0334 -0.0245 -0.0788
H 0.0893 -0.0949 -0.0430
H 0.0365 0.0305 0.0187
H 0.0234 -0.0534 -0.1256
H -0.0092 0.1404 -0.0235
H 0.0957 0.0458 0.0566
H 0.0577 -0.0088 -0.1370



Entry 2:
Entry from the Open Molecules 2025 dataset: C18H29NO2 in the gas phase (ωB97M-V/def2-TZVPD).

Output
* SMILES: CC[C@H](C)c1ccc(OCCCCN2CCOCC2)cc1
* net charge: 0
* energy above the lowest of the compared OMol25 structures with the same formula, charge and spin: 18.3 kcal/mol
* molar mass: 291.4 g/mol

Each line ends with the natural charge from an NBO analysis.
Cartesian coordinates (Å):
C: 5.0086 -0.8077 -3.4218  -0.608
C: 5.1805 -2.3011 -3.1736  -0.386
C: 4.7905 -2.6950 -1.7423  -0.221
C: 5.0807 -4.1765 -1.4896  -0.596
C: 3.3413 -2.3809 -1.4655  -0.042
C: 2.3165 -2.9998 -2.1758  -0.196
C: 0.9951 -2.7109 -1.9157  -0.272
C: 0.6511 -1.7857 -0.9291  0.370
O: -0.6839 -1.5772 -0.7482  -0.515
C: -1.1001 -0.6600 0.2410  -0.061
C: -2.6260 -0.6666 0.2581  -0.408
C: -3.2150 0.2741 1.3089  -0.407
C: -3.1536 1.7411 0.8800  -0.209
N: -3.3862 2.6438 1.9944  -0.440
C: -3.0051 4.0098 1.6741  -0.248
C: -3.1713 4.8837 2.9167  -0.073
O: -4.4984 4.8650 3.3851  -0.522
C: -4.8922 3.5457 3.6774  -0.072
C: -4.7649 2.6358 2.4555  -0.256
C: 1.6649 -1.1582 -0.2170  -0.325
C: 2.9890 -1.4615 -0.4906  -0.185
H: 5.2996 -0.5538 -4.4386  0.208
H: 3.9711 -0.5156 -3.2751  0.211
H: 5.6262 -0.2329 -2.7345  0.199
H: 6.2233 -2.5798 -3.3435  0.199
H: 4.5679 -2.8588 -3.8841  0.194
H: 5.4045 -2.1055 -1.0517  0.197
H: 6.1423 -4.3806 -1.6132  0.206
H: 4.5285 -4.8031 -2.1853  0.201
H: 4.7906 -4.4504 -0.4777  0.212
H: 2.5512 -3.7196 -2.9456  0.209
H: 0.2005 -3.1913 -2.4649  0.221
H: -0.7162 0.3425 0.0083  0.168
H: -0.7164 -0.9610 1.2261  0.171
H: -2.9492 -1.6893 0.4592  0.214
H: -2.9899 -0.3945 -0.7341  0.206
H: -4.2530 -0.0119 1.4825  0.206
H: -2.6738 0.1650 2.2502  0.208
H: -2.1524 1.9594 0.5018  0.191
H: -3.8693 1.9166 0.0566  0.165
H: -1.9589 4.0227 1.3608  0.203
H: -3.6248 4.4221 0.8573  0.167
H: -2.9396 5.9257 2.6895  0.193
H: -2.4934 4.5192 3.7034  0.165
H: -5.9300 3.6015 4.0101  0.193
H: -4.2674 3.1421 4.4887  0.165
H: -5.0447 1.6213 2.7395  0.206
H: -5.4534 2.9887 1.6660  0.167
H: 1.4418 -0.4341 0.5511  0.217
H: 3.7633 -0.9625 0.0754  0.208

Forces on the atoms, in the same order (eV/Å):
C 0.0258 -0.2220 -0.1070
C 0.0406 0.2714 0.2510
C 0.0305 -0.2764 -0.2361
C 0.0659 0.2548 0.0941
C 0.1729 0.1808 0.2336
C -0.0419 0.0648 0.0640
C -0.1744 0.0853 0.0760
C 0.1308 -0.0550 -0.0659
O 0.0754 -0.1353 -0.1483
C -0.2566 0.1844 0.1670
C 0.2418 -0.0269 0.0983
C 0.0341 0.0822 -0.3077
C 0.0452 -0.1823 0.2363
N 0.0181 0.1061 -0.1002
C -0.0423 0.1763 0.2935
C 0.2810 0.0139 -0.2996
O -0.1248 0.1173 -0.0298
C -0.1732 -0.3397 -0.0793
C 0.0217 0.1546 0.2945
C -0.4055 0.1219 0.1168
C 0.0799 -0.1546 -0.1623
H 0.0106 0.1073 -0.0754
H -0.0754 0.0978 -0.0058
H 0.0546 0.1115 0.0674
H -0.0007 -0.0940 -0.0473
H 0.0134 -0.1221 -0.0355
H -0.0559 0.0170 -0.0275
H 0.1064 -0.0761 -0.0306
H -0.0655 -0.1064 -0.0824
H -0.0145 -0.0948 0.0751
H 0.0281 -0.0989 -0.1008
H -0.0961 -0.0620 -0.0682
H 0.0391 -0.0948 0.0538
H 0.0053 0.0495 -0.0862
H -0.0093 -0.0138 -0.0708
H -0.0299 -0.0518 -0.0741
H 0.0103 -0.0272 0.0885
H -0.0335 0.0063 0.0996
H -0.0314 0.0304 -0.0737
H 0.0655 0.0159 -0.0150
H -0.0140 0.0290 -0.0278
H 0.0567 -0.0051 0.0125
H 0.0563 -0.0756 0.0181
H -0.0181 0.0539 -0.0673
H 0.0667 -0.0702 0.0084
H -0.0804 0.0076 -0.0427
H -0.0733 0.0070 -0.0004
H 0.0112 -0.0513 0.0215
H -0.0635 0.0530 0.0587
H 0.0923 0.0362 0.0390



Summary of orbital gap in eV
9.78; 9.13
(order as listed above)
Summary of DFT total energy in eV
-31799.2616; -24721.3398
(order as listed above)